[1]
Formula: C35H57N10PS2Sn
Source: the OMol25 dataset
Level of theory: wB97M-V/def2-TZVPD

Summary:
Strongest force on any atom, eV/Å: 0.52
Net charge: -2
Energy above the lowest of the compared OMol25 structures with the same formula, charge and spin, eV: 0.000
E_tot, Eh: -3267.46939

Last column: Mulliken charge in e.
Element x y z (Å)
Sn  -0.8540  0.8835  -0.6037  -0.0096
C  -4.4685  4.2609  -0.9516  -0.2816
C  -3.2725  4.8445  -0.1797  -1.1040
N  -2.6650  3.9705  0.7748  0.3378
C  -3.2417  3.6647  2.0464  -0.8285
C  -4.5717  2.8874  2.0595  -0.8306
S  -4.5375  1.3080  1.1564  0.1666
C  -5.6966  1.6032  -0.2084  -0.9886
C  -5.0547  1.9383  -1.5642  -0.7386
N  -4.0902  3.0197  -1.5996  -0.1828
H  -4.7985  5.0021  -1.6953  0.3872
H  -5.3071  4.1296  -0.2596  0.0960
H  -3.5952  5.7748  0.3116  0.3493
H  -2.5078  5.1175  -0.9139  0.3333
H  -1.9369  3.3536  0.4518  -0.0463
H  -3.4056  4.5887  2.6281  0.3480
H  -2.5090  3.0666  2.5911  0.1333
H  -5.3963  3.4899  1.6744  0.4424
H  -4.8035  2.6527  3.1017  0.5116
H  -6.4185  2.3606  0.1078  0.6008
H  -6.2534  0.6716  -0.3282  0.4840
H  -5.8686  2.1395  -2.2759  0.2085
H  -4.5328  1.0446  -1.9140  0.3929
H  -3.2266  2.6708  -1.1909  0.0347
N  -1.8642  0.7057  3.9024  -0.5699
C  -1.4498  0.1988  2.6189  0.1352
S  -0.1934  1.2339  1.8986  -0.5251
N  -2.0921  -0.8283  2.2324  -0.7471
N  -2.0304  -1.4854  1.0541  2.1962
C  -2.7829  -2.7032  1.0132  -0.5727
C  -2.3855  -3.7482  1.9208  0.3595
C  -1.0622  -3.7742  2.4337  -0.1884
C  -0.6205  -4.7536  3.2992  -0.4901
C  -1.4703  -5.7666  3.7443  -0.4926
C  -2.7891  -5.7362  3.3043  -0.5747
C  -3.2386  -4.7613  2.4290  -0.4953
C  -3.7875  -2.7913  0.0351  -0.1989
C  -4.3675  -4.0352  -0.4039  -1.4276
C  -5.3503  -4.0549  -1.3537  -0.1645
C  -5.7944  -2.8579  -1.9352  -1.2939
C  -5.1224  -1.7111  -1.5353  0.3148
N  -4.1671  -1.6422  -0.6241  0.1712
H  -1.0520  0.9699  4.4477  0.1895
H  -2.3728  -0.0359  4.3726  0.2753
H  -0.3822  -2.9958  2.1252  0.1499
H  0.4111  -4.7268  3.6386  0.3656
H  -1.1225  -6.5338  4.4264  0.3572
H  -3.4943  -6.4796  3.6657  0.3241
H  -4.2892  -4.7429  2.1760  0.5364
H  -3.9824  -4.9680  -0.0214  0.5167
H  -5.7636  -5.0083  -1.6723  0.3611
H  -6.5687  -2.8238  -2.6905  0.3706
H  -5.3805  -0.7624  -2.0079  0.2159
C  -1.0477  -1.2231  0.0282  -1.7659
H  -0.0374  -1.5601  0.3199  0.2117
H  -1.3522  -1.7995  -0.8475  0.5731
N  1.0834  0.7041  -1.4069  -1.0982
P  2.5418  0.5321  -1.0147  0.0806
N  3.1553  1.7499  -0.0253  0.9777
C  2.4821  3.0495  -0.0739  -0.3518
C  2.8564  3.8712  1.1492  -0.9010
C  4.3575  4.1978  1.1498  -0.6629
C  5.1592  3.0646  0.4868  -1.0429
C  4.4334  1.7362  0.6716  -0.7135
N  3.1753  -0.8400  -0.2414  0.3956
C  2.8887  -0.9889  1.2051  0.1172
C  2.8686  -2.4548  1.6194  -0.5636
C  4.0536  -3.1899  1.0058  -1.0390
C  3.9598  -3.1460  -0.5324  -0.8253
C  2.9642  -2.0828  -0.9899  -0.4171
N  3.4912  0.4775  -2.4265  0.7288
C  4.9410  0.4643  -2.3832  -0.1403
C  5.5178  0.1300  -3.7675  -0.8770
C  4.5832  -0.8255  -4.5004  -0.5301
C  3.2410  -0.1278  -4.7768  -0.8439
C  2.9435  0.9190  -3.6931  -0.8772
H  1.4073  2.8867  -0.1141  0.1986
H  2.7540  3.6057  -0.9867  0.1799
H  2.5799  3.2953  2.0353  0.1605
H  2.2588  4.7845  1.1726  0.5343
H  4.7032  4.3487  2.1766  0.2812
H  4.5391  5.1364  0.6176  0.3483
H  6.1678  3.0032  0.9056  0.4492
H  5.2677  3.2555  -0.5847  0.2454
H  4.2894  1.5753  1.7501  0.2613
H  5.0333  0.9017  0.3092  0.6864
H  1.9508  -0.4987  1.4797  -0.3172
H  3.6879  -0.4993  1.7688  0.2997
H  1.9371  -2.9292  1.3145  0.0514
H  2.8937  -2.5049  2.7105  0.6158
H  4.0958  -4.2221  1.3618  0.4536
H  4.9770  -2.7025  1.3365  0.3025
H  3.6412  -4.1150  -0.9276  0.4668
H  4.9425  -2.9305  -0.9629  0.2627
H  1.9355  -2.4411  -0.8721  0.1735
H  3.0972  -1.8705  -2.0502  0.2632
H  5.2551  -0.2953  -1.6616  0.3831
H  5.3541  1.4283  -2.0411  -0.4289
H  6.5179  -0.2956  -3.6512  0.4815
H  5.6309  1.0436  -4.3599  0.3628
H  4.4210  -1.7048  -3.8708  0.1584
H  5.0354  -1.1814  -5.4300  0.4225
H  2.4366  -0.8661  -4.7995  0.2867
H  3.2620  0.3581  -5.7582  0.4222
H  1.8733  1.0587  -3.5544  0.2891
H  3.3725  1.8926  -3.9820  0.3564

[2]
Formula: C2H5N3
Source: the OMol25 dataset
Level of theory: wB97M-V/def2-TZVPD

Summary:
Strongest force on any atom, eV/Å: 2.90
Net charge: 0
SMILES string: [H]/N=C\NN=C
Energy above the lowest of the compared OMol25 structures with the same formula, charge and spin, eV: 1.689
E_tot, Eh: -243.39989

Last column: Mulliken charge in e.
Element x y z (Å)
H  -1.6737  -1.3673  -0.6125  0.2807
N  -1.0449  -1.6372  -1.3411  -0.5675
C  0.0225  -0.9478  -1.2593  -0.0140
N  0.3868  0.1702  -0.4927  0.0391
N  -0.4919  0.5541  0.4811  -0.4870
C  0.0413  1.1354  1.5142  -0.2795
H  0.9343  -1.1777  -1.8967  0.2634
H  1.4125  0.4406  -0.3754  0.2935
H  -0.6827  1.3262  2.2343  0.2691
H  1.0959  1.5037  1.7482  0.2021

[3]
Formula: C9H21FN3O4P
Source: the OMol25 dataset
Level of theory: wB97M-V/def2-TZVPD

Summary:
Strongest force on any atom, eV/Å: 1.41
Net charge: 0
SMILES string: CN(C)P(=O)(N(C)C)N(C)C.O=C1OC[C@@H](F)O1
Energy above the lowest of the compared OMol25 structures with the same formula, charge and spin, eV: 0.012
E_tot, Eh: -1262.03917

Last column: Mulliken charge in e.
Element x y z (Å)
C  0.0125  -0.7999  2.2468  -0.9967
N  -0.7191  -0.9520  0.9977  0.2389
C  -1.9531  -1.6966  1.0559  -0.8973
P  0.1026  -0.7154  -0.4358  0.1576
O  1.1520  0.3046  -0.2583  -0.8511
N  0.6312  -2.2104  -0.9064  0.5342
C  0.7626  -3.3512  -0.0024  -1.0150
C  1.4541  -2.3597  -2.0736  -1.2980
N  -1.0725  -0.2974  -1.5293  0.2574
C  -1.9686  0.8139  -1.2015  -1.0372
C  -1.5662  -1.2197  -2.5582  -0.9527
H  0.9552  -1.3517  2.2931  0.3420
H  -0.5841  -1.2388  3.0519  0.4275
H  0.1675  0.2557  2.4600  0.1439
H  -1.7951  -2.7627  1.2933  0.3470
H  -2.5249  -1.6202  0.1376  0.2271
H  -2.5708  -1.3523  1.8929  0.3958
H  1.8318  -3.5377  0.1680  0.3141
H  0.2847  -3.1905  0.9530  0.3239
H  0.3786  -4.2381  -0.5136  0.2885
H  1.2921  -1.6121  -2.8496  0.3952
H  2.5229  -2.2655  -1.8285  0.3400
H  1.3032  -3.3426  -2.5272  0.3517
H  -1.9289  1.5270  -2.0291  0.3583
H  -2.9958  0.4544  -1.0984  0.4196
H  -1.6508  1.3101  -0.2905  0.2683
H  -2.3237  -0.6847  -3.1308  0.4155
H  -2.0755  -2.0723  -2.0933  0.2958
H  -0.7772  -1.5666  -3.2136  0.2677
O  0.2206  6.4171  1.0352  -0.5126
C  0.7014  5.3385  1.0898  0.6066
O  0.5498  4.3738  0.1701  -0.3560
C  1.2197  3.1809  0.5953  0.1496
C  1.9560  3.6379  1.8689  0.4089
F  3.3130  3.7295  1.6494  -0.3156
O  1.4719  4.9090  2.1214  -0.3266
H  0.4450  2.4799  0.8887  -0.2357
H  1.9309  2.7783  -0.1141  0.3054
H  1.8470  2.9278  2.6850  0.2138

[4]
Formula: ClFS2
Source: the OMol25 dataset
Level of theory: wB97M-V/def2-TZVPD

Summary:
Strongest force on any atom, eV/Å: 2.45
Net charge: 0
SMILES string: FSSCl
Energy above the lowest of the compared OMol25 structures with the same formula, charge and spin, eV: 0.124
E_tot, Eh: -1356.40227

Last column: Mulliken charge in e.
Element x y z (Å)
F  2.0808  -0.6398  -0.3317  -0.2338
S  1.0208  0.3428  0.5317  0.2362
S  -0.7906  0.8236  -0.4148  0.1192
Cl  -2.3111  -0.5265  0.2148  -0.1217